DFT (ωB97M-V with the def2-TZVPD basis set) results for 10 unconnected molecules or ions with the total composition C18H27F6N9P in a non-equilibrium geometry.

Computed properties:
E_LUMO (alpha / beta) in Ha: -0.0380 / -0.3106
Net charge: 0
DFT total energy in eV: -58106.1381
Spin multiplicity: 2
Largest force on an atom in eV/Å: 4.43

Last column: Mulliken spin population.
CARTESIAN COORDINATES (ANGSTROEM)
P: 0.35718 -0.08698 -0.74484  0.00
F: -0.66310 1.12842 -0.61451  0.00
F: -0.25665 -0.48569 -2.19725  0.00
F: 1.41899 0.84228 -1.62189  0.00
F: 1.33592 -1.40008 -0.89188  0.00
F: 1.14258 0.34200 0.64229  0.01
F: -0.63642 -1.04163 0.07658  0.00
C: -1.03037 0.41400 3.40218  0.00
C: 0.00512 1.22805 4.06012  0.00
N: 0.82520 1.89616 4.52559  0.00
H: -0.87367 0.49374 2.32646  0.00
H: -2.04868 0.72260 3.63868  0.00
H: -0.89086 -0.62316 3.70701  0.00
C: 1.84097 -4.37400 -1.46185  0.00
C: 1.35579 -5.34176 -0.46690  0.00
N: 0.96352 -6.05873 0.36125  0.00
H: 2.21340 -4.88457 -2.34995  0.00
H: 2.64293 -3.74897 -1.06907  0.00
H: 0.95523 -3.86338 -1.83982  0.00
C: -0.75419 4.21650 0.97487  0.00
C: -1.45536 5.09804 1.95856  0.00
N: -2.04541 5.75624 2.74926  0.00
H: 0.16566 4.76784 0.77998  0.00
H: -1.32051 4.12047 0.04850  0.00
H: -0.56347 3.21829 1.36895  0.00
C: 3.16665 2.63298 0.94505  -0.01
C: 3.61882 1.54702 1.85928  0.24
N: 4.03194 0.67776 2.53928  0.43
H: 2.10259 2.45518 0.78933  0.02
H: 3.79122 2.77428 0.06299  0.00
H: 3.05774 3.49108 1.60832  0.04
C: -3.94031 1.16639 0.14541  0.00
C: -3.98805 1.94360 1.37687  0.00
N: -4.07617 2.57306 2.30427  0.00
H: -4.92356 1.17052 -0.32499  0.00
H: -3.91950 0.12714 0.47347  0.00
H: -3.17403 1.46177 -0.57131  0.00
C: -1.02717 -3.52531 2.33526  0.00
C: -1.20598 -4.87101 2.85572  0.00
N: -1.34900 -5.95109 3.25517  0.00
H: -2.01695 -3.06973 2.30556  0.00
H: -0.65755 -3.52461 1.30985  0.00
H: -0.41048 -2.91089 2.99122  0.00
C: -2.38905 -2.63464 -2.01091  0.00
C: -2.03372 -2.60739 -3.42033  0.00
N: -1.73261 -2.57728 -4.54651  0.00
H: -3.33616 -3.16831 -1.93176  0.00
H: -2.56437 -1.62702 -1.63399  0.00
H: -1.63592 -3.03774 -1.33385  0.00
C: -0.53352 3.21700 -2.71990  0.00
C: -0.81870 4.38584 -3.51563  0.00
N: -1.01668 5.36147 -4.11948  0.00
H: -0.84270 2.30322 -3.22735  0.00
H: -0.98808 3.29993 -1.73269  0.00
H: 0.50794 3.04583 -2.44759  0.00
C: 4.20795 -1.05095 -2.33940  0.00
C: 4.36766 -1.16457 -0.92157  0.10
N: 4.50722 -1.26871 0.22018  0.14
H: 3.55630 -1.83229 -2.73053  0.00
H: 5.22267 -1.08058 -2.73636  0.00
H: 3.75775 -0.06763 -2.47539  0.02

***

DFT (ωB97M-V with the def2-TZVPD basis set) results for a molecular structure, C28H32CoFN9O5S.

Computed properties:
E_LUMO (alpha / beta) in Ha: -0.0264 / -0.0264
Net charge: 0
DFT total energy in eV: -104378.9428
Spin multiplicity: 2
Largest force on an atom in eV/Å: 0.72

Last column: Mulliken spin population.
CARTESIAN COORDINATES (ANGSTROEM)
Co: 1.05305 2.57649 -1.71748  0.97
N: -1.80377 4.18207 -4.76669  0.00
C: -1.06598 3.90129 -3.65146  0.00
S: 0.42489 3.06789 -3.89744  0.00
N: -1.56537 4.32671 -2.52101  0.01
N: -0.80877 3.99662 -1.42911  0.02
C: -1.09572 4.69747 -0.39723  0.00
C: -0.51915 4.46262 0.93304  0.00
C: -0.42952 5.52137 1.84164  0.00
C: 0.14137 5.29038 3.07940  0.00
C: 0.60438 4.01722 3.37465  0.00
C: 0.45363 3.02336 2.41959  0.00
N: -0.11416 3.22815 1.23468  0.00
H: -1.55750 3.71933 -5.62070  0.00
H: -2.75452 4.47964 -4.62158  0.00
H: -1.79692 5.52599 -0.49615  0.00
H: -0.78314 6.50595 1.56369  0.00
H: 0.23341 6.09385 3.79983  0.00
H: 1.07274 3.79405 4.32478  0.00
H: 0.81674 2.01366 2.58475  0.00
F: -3.20092 -0.99798 1.62767  0.00
C: -2.15681 -1.47140 0.91527  0.00
C: -1.42824 -0.62220 0.12317  0.00
C: -0.37543 -1.11475 -0.63823  -0.01
C: 0.40367 -0.13988 -1.43329  -0.02
O: -0.05941 0.99945 -1.46096  -0.01
C: 1.58316 -0.66536 -2.06669  0.00
C: 1.80759 -1.99342 -1.98824  0.00
N: 1.03972 -2.91409 -1.32162  0.00
C: 1.41125 -4.30164 -1.32300  0.00
C: 1.79286 -4.93059 -2.62438  0.00
C: 0.48846 -5.29576 -1.97752  0.00
C: -0.03845 -2.47544 -0.59342  0.01
C: -0.78462 -3.32905 0.22220  0.00
C: -1.82892 -2.81735 0.97062  0.00
N: -2.54766 -3.79611 1.79916  0.00
C: -3.14168 -3.32642 3.09655  0.00
C: -3.68021 -4.57306 3.83615  0.00
N: -3.22226 -5.75947 3.12720  0.00
C: -3.86424 -5.87655 1.82346  0.00
C: -3.59210 -4.57071 1.04633  0.00
C: 2.66238 0.13771 -2.84068  0.02
O: 3.51528 -0.55453 -3.40588  0.00
O: 2.56026 1.38575 -2.80205  0.03
H: -1.64372 0.43987 0.08601  0.00
H: 2.68812 -2.37017 -2.49411  0.00
H: 1.95250 -4.62018 -0.43760  0.00
H: 2.59875 -5.64920 -2.60733  0.00
H: 1.75331 -4.30293 -3.50316  0.00
H: 0.39074 -6.27270 -1.52305  0.00
H: -0.40831 -4.89631 -2.43272  0.00
H: -0.52938 -4.37970 0.28880  0.00
H: -3.92550 -2.61749 2.86587  0.00
H: -2.34816 -2.81287 3.63620  0.00
H: -4.77400 -4.51670 3.89736  0.00
H: -3.29236 -4.59065 4.85224  0.00
H: -3.32721 -6.59945 3.67640  0.00
H: -1.86189 -4.49542 2.10334  0.00
H: -4.94760 -6.03239 1.88577  0.00
H: -3.43056 -6.72539 1.29661  0.00
H: -4.46340 -3.92058 0.98712  0.00
H: -3.21856 -4.74275 0.04162  0.00
C: 4.23639 4.97009 -0.44905  0.00
C: 3.15666 3.95877 -0.64736  0.00
N: 2.26883 4.04226 -1.56603  -0.02
O: 2.29248 5.14593 -2.38168  0.00
C: 3.04090 2.77612 0.19582  0.01
C: 3.99935 2.43328 1.28692  0.00
N: 2.04380 1.99120 -0.11418  -0.01
O: 1.84886 0.89796 0.52709  -0.01
H: 4.02170 5.88342 -0.99469  0.00
H: 5.18354 4.56207 -0.81037  0.00
H: 4.35818 5.19520 0.61071  0.00
H: 1.76050 4.83521 -3.14316  0.00
H: 4.96981 2.90407 1.13061  0.00
H: 4.12573 1.35046 1.31380  0.00
H: 3.63111 2.73771 2.27320  0.00

***

DFT (ωB97M-V with the def2-TZVPD basis set) results for a molecular structure, C4H3I2NOS in a non-equilibrium geometry.

Computed properties:
E_LUMO in Ha: -0.0327
Net charge: 0
DFT total energy in eV: -34765.1129
Largest force on an atom in eV/Å: 3.45

Last column: Löwdin charge in e.
CARTESIAN COORDINATES (ANGSTROEM)
C: -1.25330 -0.89845 0.57104  -0.58
C: -0.75023 1.92694 -0.12259  -1.06
C: -0.28857 -0.16537 -1.35885  -0.69
C: 1.30523 -0.67733 0.34969  -0.02
N: -0.12536 -0.55359 -0.03902  -0.34
O: 0.30647 -0.69764 -2.27712  0.09
S: -1.45281 1.24485 -1.41787  0.87
I: -1.18484 -1.78731 2.45956  0.76
I: -1.46354 3.75107 0.51373  0.76
H: 1.32425 -0.33775 1.30875  0.04
H: 1.62745 -1.63395 0.31117  0.06
H: 1.95524 -0.17147 -0.29849  0.09

***

DFT (ωB97M-V with the def2-TZVPD basis set) results for a molecular structure, C17H22N2O4SeW in a non-equilibrium geometry.

Computed properties:
E_LUMO (alpha / beta) in Ha: -0.6253 / -0.6253
Net charge: +4
DFT total energy in eV: -96280.4983
Largest force on an atom in eV/Å: 1.98

Last column: Löwdin charge in e.
CARTESIAN COORDINATES (ANGSTROEM)
W: 0.01128 -0.36002 0.53493  1.62
C: 0.97207 0.02799 4.44917  -0.02
C: 2.12557 -0.17460 3.46794  -0.34
C: 3.25099 -1.05346 4.10336  0.03
C: 1.77270 -0.90728 2.22145  -0.23
C: 2.38431 -0.61560 0.97122  -0.03
C: 2.14709 -1.38970 -0.18306  -0.07
C: 1.27507 -2.50697 -0.15667  -0.28
C: 1.20074 -3.47547 -1.28066  0.03
C: 0.55019 -2.71957 1.06391  -0.02
C: 0.82598 -1.98060 2.22275  0.01
H: 1.25292 0.78748 5.17722  0.12
H: 0.74936 -0.88093 5.01064  0.11
H: 0.04670 0.37147 3.97339  0.07
H: 2.57136 0.78230 3.18343  0.16
H: 2.87874 -2.04661 4.36212  0.11
H: 3.55761 -0.55687 5.02518  0.13
H: 4.12706 -1.14639 3.46180  0.11
H: 3.11975 0.18529 0.92808  0.18
H: 2.72710 -1.18784 -1.08053  0.17
H: 1.41398 -3.01869 -2.24628  0.12
H: 0.26512 -4.03132 -1.30172  0.12
H: 2.00718 -4.19973 -1.08251  0.16
H: -0.12760 -3.56661 1.13777  0.17
H: 0.33069 -2.24894 3.15230  0.17
O: -1.10556 2.99360 2.37348  0.41
C: -1.06926 1.99356 1.83014  -0.27
O: 0.15748 1.35360 1.21475  -0.21
C: -2.21590 1.02817 1.34394  -0.22
O: -3.15385 1.27109 0.74581  0.36
O: -1.56422 -0.42558 1.41841  -0.20
C: -3.41845 -1.64845 -1.42050  0.05
N: -3.30364 -0.33842 -2.08692  -0.08
C: -4.33593 0.22946 -2.78056  0.07
C: -3.86623 1.37043 -3.36568  0.07
N: -2.55023 1.49044 -3.02935  -0.09
C: -1.69565 2.62073 -3.48159  0.06
C: -2.21863 0.43886 -2.24741  -0.56
Se: -0.39460 0.17263 -1.79303  1.04
H: -4.47349 -1.83637 -1.24014  0.13
H: -2.91067 -1.61710 -0.46212  0.06
H: -3.01549 -2.42444 -2.06852  0.12
H: -5.31397 -0.22599 -2.82073  0.17
H: -4.36268 2.09115 -3.99849  0.18
H: -1.84451 3.46723 -2.81547  0.12
H: -1.99986 2.87050 -4.49490  0.13
H: -0.65354 2.30867 -3.50085  0.07

***

DFT (ωB97M-V with the def2-TZVPD basis set) results for 2 unconnected molecules or ions with the total composition C3H12N3 in a non-equilibrium geometry.

Computed properties:
E_LUMO in Ha: -0.1030
Net charge: +1
DFT total energy in eV: -7769.1122
Largest force on an atom in eV/Å: 6.17

Last column: Löwdin charge in e.
CARTESIAN COORDINATES (ANGSTROEM)
C: 1.74850 -1.50295 0.06655  0.04
C: -2.50152 0.95621 -0.24526  -0.10
C: 1.77657 0.11202 0.03143  -0.42
N: 2.89925 0.75454 -0.23393  0.19
N: 0.69165 0.70546 0.23359  0.16
N: -1.81445 -0.27503 0.32458  -0.06
H: 2.38206 -1.91114 -0.69420  0.07
H: 0.88697 -2.06241 -0.18170  0.06
H: 2.10647 -1.83668 1.03067  0.09
H: -2.09877 1.15993 -1.21712  0.06
H: -3.58368 0.66611 -0.29434  0.10
H: -2.12468 1.94666 0.15887  0.10
H: 3.75080 0.06302 -0.23880  0.20
H: 2.88540 1.68565 -0.02289  0.09
H: 0.77924 1.71679 0.28433  0.13
H: -0.33963 0.14965 0.38620  0.11
H: -2.11908 -0.55132 1.20621  0.06
H: -2.02005 -1.16421 -0.16806  0.12

***

DFT (ωB97M-V with the def2-TZVPD basis set) results for C4H3N3 in the gas phase in a non-equilibrium geometry.

Computed properties:
E_LUMO (alpha / beta) in Ha: -0.0181 / -0.0279
Net charge: 0
DFT total energy in eV: -8659.3981
Largest force on an atom in eV/Å: 2.64

Last column: Löwdin charge in e.
CARTESIAN COORDINATES (ANGSTROEM)
C: 0.37936 -0.90248 0.12474  -0.03
C: 1.08258 0.40341 0.32796  -0.22
C: -0.84442 -0.86331 -0.43299  -0.14
C: -1.02973 1.31081 -0.39022  -0.10
N: -0.06827 1.28562 0.46699  -0.12
N: 0.68068 1.15129 1.49068  0.18
N: -1.48874 0.27980 -0.92363  0.06
H: 0.77060 -1.92904 0.25571  0.11
H: 2.01177 0.88739 -0.20031  0.17
H: -1.49383 -1.62348 -0.71893  0.09